[1]
Here is a structure of composition C25H32N3NiO4S2Sb from the OMol25 dataset. Energies are from ωB97M-V with the def2-TZVPD basis set.

The HOMO-LUMO gap (spin up / spin down) comes out at 0.299 / 0.299 hartree. The molar mass comes out at 683.14 g/mol. The calculation puts the HOMO energy (spin up / spin down) at -0.2999 / -0.2999 hartree. Its LUMO energy (spin up / spin down) is 0.0 / 0.0 eV.

Structure (ORCA input):
```
! RIJCOSX wB97M-V def2-TZVPD def2/J DEFGRID3
* xyz 0 1
H 2.65 1.92 2.13
C 5.57 -3.72 -0.35
H -0.23 2.09 3.53
H -6.60 -1.54 1.88
Ni -0.27 0.62 -0.83
Sb 0.26 2.32 0.93
H -0.40 3.76 3.02
C -0.11 4.15 -0.12
C -5.98 -2.79 0.25
H 8.55 -1.74 0.91
H -2.05 4.74 0.66
C 3.56 -0.97 -0.80
C -3.51 -1.57 0.53
H 3.01 -1.24 -4.12
O -0.95 0.24 -2.54
C -2.24 0.09 -2.59
C -0.71 2.74 2.79
C -1.59 4.48 -0.29
H 4.72 -4.32 -0.67
H 0.38 4.05 -1.09
H -5.06 -3.91 -1.34
C 7.10 -1.92 -0.67
H -2.86 -2.81 -1.09
C 3.18 3.10 0.37
O -0.94 -1.62 0.08
H 7.47 -1.08 -1.24
H -3.88 0.12 -1.17
H -2.72 3.26 2.15
N 7.27 -3.31 1.28
H 2.87 4.03 -0.11
H 4.22 3.24 0.70
H -7.24 -4.52 -0.03
C -3.68 -2.54 -0.44
O -2.85 -0.38 -3.53
H -7.82 -3.07 -0.83
H -1.72 5.33 -0.96
H 4.23 -1.23 0.01
C -5.78 -1.82 1.23
C 7.69 -2.29 0.53
C -4.92 -3.15 -0.57
C 6.23 -4.00 0.83
H 5.90 -4.83 1.45
H -2.14 3.64 -0.71
N -2.05 0.63 -0.17
S -1.94 -0.77 0.69
C 2.41 -0.27 -0.51
C 2.27 2.77 1.55
H 3.18 2.32 -0.39
H -2.53 1.58 2.63
H 0.99 0.00 -3.42
H 2.21 3.61 2.24
H -3.19 1.67 -1.56
N 1.51 0.10 -1.44
S 5.22 -2.24 -2.65
C 2.88 -0.97 -3.08
C -4.55 -1.21 1.37
H 2.19 0.02 0.51
H -2.58 2.86 3.85
C -2.23 2.60 2.85
O -1.75 -0.44 2.08
C -7.33 -3.44 0.08
C 1.75 -0.27 -2.71
H -4.39 -0.46 2.14
C 6.01 -2.65 -1.11
C 3.81 -1.34 -2.11
H 0.42 4.95 0.41
H -7.98 -3.23 0.92
C -2.94 0.63 -1.35
*
```

***

[2]
Here is a cluster of 7 separate species, C22H60N2O9 in total in a non-equilibrium geometry from the OMol25 dataset. Energies are from ωB97M-V with the def2-TZVPD basis set.

The HOMO-LUMO gap comes out at 0.328 hartree. The molar mass comes out at 496.73 g/mol. As for the SMILES: COCCNCCOC.COCCNCCOC.CCO.CCO.CCO.CCO.CCO. The energy above the lowest of the compared OMol25 structures with the same formula, charge and spin comes out at 56.4 kcal per mole. The calculation puts the HOMO energy at -0.3077 hartree. Its LUMO energy is 0.5 eV.

Structure (ORCA input):
```
! RIJCOSX wB97M-V def2-TZVPD def2/J DEFGRID3
* xyz 0 1
O 3.69 4.48 2.16
O -6.53 0.77 1.46
H -0.71 -1.86 1.19
H -0.36 -1.98 6.41
C 0.57 -0.56 4.33
H 2.30 1.41 -2.77
C -1.39 -4.43 -2.65
H 3.03 -0.56 -2.01
H -0.30 -0.57 -1.02
O -2.12 -2.83 0.06
C 1.42 1.10 -4.67
H 1.73 0.82 -0.22
H 2.45 -5.40 -3.94
H -5.22 1.45 0.05
H -2.60 -6.21 -0.06
C -0.02 -3.84 -2.27
C 5.08 4.91 2.27
H -2.25 -1.51 -0.99
N 1.90 1.22 3.23
H -1.72 5.27 -3.98
H 1.12 -0.48 5.27
H -0.08 0.79 2.71
C 0.54 0.82 3.60
C -1.47 0.92 -0.12
H -7.07 1.49 1.13
H 0.52 3.43 -1.15
H -0.93 4.40 -0.67
H -0.57 3.31 -3.25
C 2.53 1.59 -3.82
C -2.86 -4.06 0.02
H 0.10 -2.90 -2.81
H 0.02 1.61 4.15
O -2.28 -0.76 -1.59
N -1.77 -5.51 -1.76
H 3.41 -1.74 -0.88
H 5.31 5.90 1.88
C -1.16 0.03 -1.30
H -5.76 2.88 2.28
H 3.48 1.12 -4.06
H 4.13 2.48 1.99
H -1.71 -2.65 5.31
H 5.82 4.24 1.82
C -2.09 -5.30 -0.37
H -1.60 0.33 0.79
H 0.50 5.26 -1.05
C -1.36 -2.73 1.23
H -3.76 -3.98 -0.60
C -5.20 1.12 1.09
O -1.49 5.18 -3.06
H 3.84 3.07 3.65
H -4.55 1.98 3.05
H 1.77 2.64 1.62
O 1.72 -0.74 1.10
H 1.14 -1.26 3.72
H 1.44 3.29 3.24
H 5.34 5.00 3.32
H -0.72 -3.60 1.40
H 0.49 4.63 -3.40
C 3.50 3.11 2.62
C -0.05 4.35 -1.30
O -0.74 -1.11 4.53
H -2.42 1.44 -0.28
H 1.43 0.01 -4.69
H -3.26 -4.31 1.01
C 2.35 -0.03 0.05
H 0.49 1.50 -4.27
H 3.30 0.41 0.36
H -0.03 -3.52 -1.23
C -0.72 -2.22 5.41
H -0.10 -2.99 4.95
H -0.91 0.61 -2.19
H -1.31 -4.81 -3.67
H 3.39 3.36 -3.42
H 0.80 -5.21 -4.47
H -0.70 1.67 0.05
H -1.12 -5.33 0.14
H 2.53 0.99 3.99
C 2.62 -1.02 -1.10
C 2.04 2.57 2.68
O 1.10 -4.67 -2.52
C 1.58 -4.75 -3.87
H 1.71 -1.55 -1.38
H 1.50 1.44 -5.70
H -4.52 0.27 1.10
H -4.13 2.93 1.63
C -0.37 4.29 -2.82
O 2.70 3.03 -4.01
H 1.64 -0.12 1.82
C -4.89 2.27 2.06
H 1.83 -3.81 -4.36
H -2.11 -3.61 -2.62
H -1.97 -2.63 2.13
H -0.93 -6.06 -1.70
*
```

***

[3]
Here is a cluster of 2 separate species, C2H3O2 in total in a non-equilibrium geometry from the OMol25 dataset. Energies are from ωB97M-V with the def2-TZVPD basis set.

The HOMO-LUMO gap comes out at 0.468 hartree. The molar mass comes out at 59.04 g/mol. The energy above the lowest of the compared OMol25 structures with the same formula, charge and spin comes out at 153.8 kcal per mole. The calculation puts the HOMO energy at -0.6765 hartree. Its LUMO energy is -5.7 eV.

Structure (ORCA input):
```
! RIJCOSX wB97M-V def2-TZVPD def2/J DEFGRID3
* xyz 1 1
O 0.93 -0.11 -0.27
C -0.16 -0.54 0.58
O 0.83 1.29 -0.05
H 0.09 -0.33 1.54
H -0.88 0.66 -1.65
C -0.25 0.61 -0.34
H -0.56 -1.59 0.18
*
```

***

[4]
Here is an isolated molecule of C5H11N in a non-equilibrium geometry from the OMol25 dataset. Energies are from ωB97M-V with the def2-TZVPD basis set.

The HOMO-LUMO gap comes out at 0.318 hartree. The molar mass comes out at 85.15 g/mol. As for the SMILES: C/C=C/NCC. The energy above the lowest of the compared OMol25 structures with the same formula, charge and spin comes out at 27.6 kcal per mole. The calculation puts the HOMO energy at -0.2775 hartree. Its LUMO energy is 1.1 eV.

Structure (ORCA input):
```
! RIJCOSX wB97M-V def2-TZVPD def2/J DEFGRID3
* xyz 0 1
N -0.81 -0.21 0.04
H -0.26 -0.24 1.97
H 2.68 -0.46 2.41
H 1.82 1.06 2.91
H -2.09 -0.37 -3.09
H -2.69 -1.06 -1.64
H -2.59 0.71 -1.76
H -0.32 -1.31 -1.71
C 2.28 0.51 2.09
C 1.41 0.39 0.88
C -2.08 -0.22 -2.01
H 3.26 0.95 1.83
H -1.76 -0.13 0.35
C -0.71 -0.34 -1.39
C 0.13 0.08 1.01
H 1.80 0.22 -0.09
H -0.06 0.43 -1.81
*
```

***

[5]
Here is a structure of composition C38H28Cl3N5O4PSr in a non-equilibrium geometry from the OMol25 dataset. Energies are from ωB97M-V with the def2-TZVPD basis set.

The HOMO-LUMO gap comes out at 0.250 hartree. The molar mass comes out at 843.63 g/mol. The energy above the lowest of the compared OMol25 structures with the same formula, charge and spin comes out at 27.8 kcal per mole. The calculation puts the HOMO energy at -0.1612 hartree. Its LUMO energy is 2.4 eV.

Structure (ORCA input):
```
! RIJCOSX wB97M-V def2-TZVPD def2/J DEFGRID3
* xyz -1 1
H -3.82 4.18 -0.49
C 2.63 0.43 0.91
H 0.64 -5.31 -0.74
H 3.95 -2.45 -0.34
H -2.72 0.90 0.83
O -3.67 -1.75 4.19
N -0.32 -3.34 1.77
C 2.69 -0.94 0.51
C 4.81 0.79 -0.09
N -0.08 1.12 3.80
C 1.39 2.08 2.09
C -0.14 -0.89 -3.93
C 2.10 3.04 -3.74
C -3.43 -0.32 2.30
C -1.38 -1.85 -2.13
H -2.63 0.54 -2.38
C -2.86 -1.22 3.44
Cl 6.07 1.90 -0.53
C -1.62 -5.34 1.76
N 1.65 -1.79 0.82
C 3.86 -1.40 -0.10
H -1.38 4.59 4.84
C 0.36 2.21 3.19
C 1.40 -2.87 0.10
H -3.82 -1.00 1.54
C -1.51 -2.82 -4.30
H 2.80 -0.40 -2.18
O -1.61 -1.33 3.47
O 1.89 -3.22 -0.99
H 4.54 0.73 -3.53
C -1.78 3.59 -0.18
H -1.15 -6.77 0.23
C -0.50 -0.87 -2.59
N 1.58 0.82 1.70
H 0.54 -0.14 -4.31
H -1.89 -3.59 -4.97
C -1.50 2.47 5.17
Cl 6.34 -1.21 -1.14
C 0.34 -3.76 0.70
O 1.90 3.13 1.68
H 4.09 2.94 -4.51
H 0.35 4.35 3.06
C 1.12 2.42 -2.97
H -2.41 -5.92 2.21
H -1.29 0.33 5.23
C -0.82 2.63 -0.43
N -2.39 0.52 1.71
H -0.38 -1.83 -5.83
H -4.36 2.22 -1.89
H 0.17 2.90 -2.83
C 0.07 -5.00 0.12
C -0.92 -5.80 0.66
C 3.69 1.27 0.55
H 0.18 2.75 -0.04
C -0.07 3.49 3.56
C -3.36 2.34 -1.48
P 0.21 0.26 -1.32
H 3.63 2.31 0.80
C 3.58 1.20 -3.38
H -1.54 4.46 0.42
C 2.61 0.57 -2.62
H -4.28 0.25 2.71
C 4.92 -0.56 -0.38
C -1.02 3.62 4.55
C -1.12 1.51 -1.21
H 1.89 4.01 -4.18
C -1.28 -4.10 2.29
H -2.21 1.29 2.33
H -1.79 -3.69 3.15
C -3.06 3.44 -0.69
H -2.54 -3.59 -2.58
C -0.66 -1.84 -4.79
H -2.25 2.52 5.95
C -1.88 -2.83 -2.97
C 3.33 2.44 -3.93
C 1.38 1.18 -2.40
Cl -1.86 -1.78 -0.48
C -2.40 1.38 -1.74
C -0.97 1.25 4.78
Sr -0.01 -0.82 2.17
*
```

***

[6]
Here is a cluster of 2 separate species, C3H5O2P in total in a non-equilibrium geometry from the OMol25 dataset. Energies are from ωB97M-V with the def2-TZVPD basis set.

The HOMO-LUMO gap comes out at 0.331 hartree. The molar mass comes out at 104.04 g/mol. The energy above the lowest of the compared OMol25 structures with the same formula, charge and spin comes out at 47.7 kcal per mole. The calculation puts the HOMO energy at -0.3520 hartree. Its LUMO energy is -0.6 eV.

Structure (ORCA input):
```
! RIJCOSX wB97M-V def2-TZVPD def2/J DEFGRID3
* xyz 0 1
H -0.10 1.69 -0.93
H 2.47 -0.22 0.98
P -2.81 -0.48 -0.19
C -0.16 0.83 -0.31
H 2.15 -1.37 -0.31
H 2.37 0.35 -0.69
H -0.01 -0.87 0.86
C 1.96 -0.35 0.03
O -2.13 0.88 0.22
O -4.23 -0.30 0.11
C 0.49 -0.15 0.22
*
```

***

What is the molar mass in the sixth record?
104.04 g/mol